Record 1
Formula: C31H34Br2N3O2PbSe2Si2Te2
Source: OMol25
Level of theory: ωB97M-V/def2-TZVPD

Summary:
2S+1: 1
Relative energy (zero: lowest compared OMol25 entry of this formula, charge and spin): 8.26 kcal/mol
Gap between HOMO and LUMO: 6.36 eV
LUMO energy: 2.221 eV
Total charge: -1
E_HOMO: -4.1 eV

Element x y z (Å)
Pb -1.42193 -0.10306 0.66030
Se -4.11204 -0.02523 1.99716
Te -3.74534 -1.32413 4.10400
Te -1.17124 -0.62894 4.46103
Se -0.37940 -1.76108 2.36850
C -0.25085 3.42333 -0.13427
Si -1.56051 2.49150 0.83096
C -1.73530 3.20132 2.54459
C -3.18152 2.62723 -0.15255
C -3.93338 3.78130 0.09198
C -5.13119 4.03192 -0.55906
C -5.61496 3.10997 -1.47290
C -4.89455 1.95178 -1.71777
C -3.67698 1.68239 -1.08268
Si -2.84237 0.02270 -1.49735
C -1.75278 0.22361 -3.01183
C -4.14314 -1.28599 -1.81870
H -0.65253 4.38969 -0.45266
H 0.06527 2.87688 -1.02520
H 0.61747 3.59841 0.50113
H -1.88456 4.28506 2.51486
H -0.81927 2.98999 3.09920
H -2.57734 2.73614 3.05962
H -3.58001 4.50368 0.82074
H -5.68827 4.93643 -0.34556
H -6.55418 3.28576 -1.98389
H -5.30213 1.23045 -2.41906
H -2.34091 0.62646 -3.84160
H -1.32744 -0.73382 -3.32194
H -0.92286 0.90448 -2.81182
H -4.74141 -1.03404 -2.69938
H -4.80504 -1.38224 -0.95645
H -3.66651 -2.25036 -2.00760
C -2.82238 -3.81641 0.49028
C -1.74461 -3.78791 -0.55549
C -1.56662 -4.86637 -1.45247
C -0.57591 -4.80793 -2.38590
C 0.26186 -3.67150 -2.46369
C 1.29515 -3.49848 -3.41331
Br 1.67960 -4.85891 -4.68954
C 2.02895 -2.34985 -3.43116
C 1.77783 -1.32727 -2.50972
Br 2.82781 0.24432 -2.62323
C 0.79280 -1.39259 -1.51780
O 0.56691 -0.44974 -0.68185
C 0.01970 -2.63673 -1.52967
N -0.96492 -2.73501 -0.60795
H -3.65055 -4.45520 0.18043
H -3.20029 -2.81214 0.68977
H -2.42658 -4.19572 1.43510
H -2.22059 -5.72706 -1.38955
H -0.42266 -5.62230 -3.08149
H 2.81340 -2.21501 -4.16308
C 4.07267 -1.52749 1.00313
N 3.96085 -0.59098 2.12396
N 3.20121 0.53605 1.78095
C 2.28742 0.84452 2.79814
O 1.55501 1.81940 2.79114
C 2.47939 -0.21193 3.78020
C 3.42037 -1.05256 3.31686
C 3.85341 -2.36287 3.87275
C 3.77726 1.50075 0.92552
C 2.93665 2.22607 0.09818
C 3.46586 3.22022 -0.70901
C 4.83298 3.45827 -0.72223
C 5.67360 2.70064 0.08384
C 5.14958 1.72763 0.92047
H 4.53046 -1.01057 0.16153
H 3.08977 -1.89852 0.69762
H 4.71678 -2.35420 1.29637
H 1.91985 -0.31586 4.69486
H 3.47192 -2.47509 4.88516
H 4.94017 -2.45276 3.88990
H 3.45159 -3.18074 3.26979
H 1.89014 1.96590 0.07673
H 2.80561 3.78913 -1.35165
H 5.24612 4.22323 -1.36752
H 6.74181 2.87783 0.07086
H 5.78781 1.14412 1.57098

***

Record 2
Formula: C18H46N8O19P2SSi
Source: OMol25
Level of theory: ωB97M-V/def2-TZVPD

Summary:
SMILES: CCP(C)[Si@](CCCC(=O)O)(C[C@H]1CO1)[PH2]=S.C[N+](=O)[O-].C[N+](=O)[O-].C[N+](=O)[O-].C[N+](=O)[O-].C[N+](=O)[O-].C[N+](=O)[O-].C[N+](=O)[O-].C[N+](=O)[O-]
2S+1: 1
Relative energy (zero: lowest compared OMol25 entry of this formula, charge and spin): 92.63 kcal/mol
Gap between HOMO and LUMO: 7.55 eV
LUMO energy: -0.628 eV
E_HOMO: -8.2 eV

Element x y z (Å)
C 5.32493 0.57811 0.88189
C 4.57179 -0.68563 0.23583
P 2.73265 -0.85357 0.65253
C 2.19245 0.27560 2.06847
Si 1.68640 -0.15440 -1.20307
C -0.01109 0.65357 -0.84146
C -1.16140 -0.35876 -0.36568
C -1.14688 -0.65020 1.22430
C -1.43194 0.68828 2.06355
O -1.79417 1.75719 1.49840
O -1.34823 0.75573 3.49793
C 1.65454 -1.51299 -2.55434
C 1.79758 -3.04408 -1.78869
C 0.65367 -3.30376 -0.56995
O 0.66766 -3.99975 -2.03918
P 2.96895 1.50333 -2.00960
S 3.09103 2.89184 -0.64333
H 6.13404 0.23267 1.62828
H 4.65313 1.32907 1.40774
H 5.87835 1.17185 0.05964
H 5.10489 -1.64009 0.60949
H 4.78221 -0.66517 -0.90093
H 3.06943 0.45952 2.79748
H 1.88821 1.32872 1.70462
H 1.33849 -0.12642 2.70632
H -0.39419 1.18417 -1.79604
H 0.17272 1.48395 -0.07620
H -1.21305 -1.33474 -0.95012
H -2.16522 0.18270 -0.55539
H -1.99060 -1.38630 1.51076
H -0.17355 -1.17238 1.50356
H -0.41673 0.64070 3.78992
H 0.69905 -1.56575 -3.17021
H 2.61180 -1.45524 -3.19224
H 2.90326 -3.46850 -1.60886
H 0.11750 -4.26375 -0.29697
H 1.57473 -3.59680 0.10490
H 2.28896 2.03025 -3.18250
H 4.22453 0.97751 -2.45846
C 0.11234 3.74959 5.65386
N 1.23695 3.00130 5.03411
O 2.24893 3.62538 4.77165
O 1.06218 1.80942 4.83164
H 0.40736 4.79067 5.77317
H -0.74518 3.66502 4.98653
H -0.09228 3.29275 6.62134
C 1.10177 -1.06405 -6.92521
N 1.95013 -0.17733 -6.08717
O 2.75037 -0.71046 -5.33799
O 1.78230 1.02485 -6.21100
H 1.35854 -2.09975 -6.71106
H 0.06247 -0.86282 -6.66816
H 1.30538 -0.82338 -7.96796
C -4.52399 -3.94589 1.56232
N -3.08672 -4.00535 1.18751
O -2.29602 -4.35814 2.04780
O -2.80047 -3.69563 0.04165
H -4.62784 -4.24461 2.60025
H -4.85637 -2.91747 1.42107
H -5.06308 -4.62830 0.90999
C 0.86651 5.84755 1.81196
N 0.40462 6.33197 3.13918
O -0.75577 6.10037 3.45016
O 1.21787 6.92572 3.82265
H 0.04110 5.33942 1.31655
H 1.18529 6.71627 1.23741
H 1.69474 5.16078 1.98372
C -3.02906 7.69433 4.49298
N -3.48921 8.17986 5.82030
O -4.64649 7.94978 6.13219
O -2.67217 8.77487 6.50262
H -3.85571 7.18670 3.99928
H -2.71102 8.56297 3.91782
H -2.20263 7.00889 4.66260
C 2.79370 3.79219 -7.58848
N 2.80479 3.50036 -9.04540
O 2.07108 4.16609 -9.75660
O 3.55031 2.61177 -9.42338
H 2.08923 4.59954 -7.39748
H 2.48697 2.88218 -7.07458
H 3.80333 4.08618 -7.30426
C -0.70083 -6.72961 -2.46688
N -0.11578 -8.02167 -2.91037
O -0.54976 -8.51030 -3.94105
O 0.75898 -8.50017 -2.20808
H -1.46206 -6.42478 -3.18246
H -1.13912 -6.88815 -1.48209
H 0.10714 -5.99823 -2.42808
C -7.08708 -7.44246 3.51918
N -6.35659 -6.32465 2.86710
O -5.91346 -6.52453 1.74244
O -6.25403 -5.28570 3.50778
H -7.10105 -8.29437 2.84212
H -6.55741 -7.68863 4.43858
H -8.09913 -7.09684 3.72586

***

Record 3
Formula: C25H13Br2Cl5N4OPd
Source: OMol25
Level of theory: ωB97M-V/def2-TZVPD

Summary:
2S+1: 5
Relative energy (zero: lowest compared OMol25 entry of this formula, charge and spin): 0.00 kcal/mol
Gap between HOMO and LUMO (spin up / spin down): 7.77 / 4.71 eV
LUMO energy (spin up / spin down): -5.814 / -9.204 eV
Total charge: +2
E_HOMO (spin up / spin down): -13.6 / -13.9 eV

Element x y z (Å)
Pd -0.35549 -0.05652 0.53597
N 2.51001 1.36763 -0.47893
C 2.66077 0.80881 0.78519
C 3.94063 0.85376 1.35668
C 4.14442 0.29451 2.59383
C 3.07287 -0.30126 3.26096
C 1.85412 -0.30747 2.63585
N 1.64556 0.22394 1.41299
C 1.41170 1.87437 -1.16818
C 1.66423 2.83620 -2.15479
C 0.61497 3.35439 -2.87353
C -0.68166 2.91852 -2.60152
C -0.85031 1.97318 -1.62395
N 0.17749 1.44764 -0.92569
H 3.37850 1.73545 -0.83440
H 4.75043 1.33755 0.82635
H 5.12604 0.32685 3.04691
H 3.18886 -0.74666 4.23765
H 0.98751 -0.75995 3.10215
H 2.67806 3.16960 -2.33346
H 0.79740 4.10112 -3.63449
H -1.53527 3.30666 -3.13683
H -1.83025 1.59299 -1.36732
Cl -0.42821 3.48747 1.54194
C -1.47876 2.41513 2.34948
C -1.37392 1.02332 2.05563
C -2.13800 0.14442 2.84362
Cl -1.88584 -1.55034 2.56640
C -3.05123 0.56815 3.77159
Cl -4.00129 -0.50860 4.66039
C -3.19212 1.99188 3.97634
Cl -4.30727 2.54323 5.08716
C -2.38780 2.91088 3.26138
Cl -2.54525 4.57992 3.55357
Br -4.77213 -1.40218 -2.03900
C -3.09382 -2.17079 -2.21621
C -2.89164 -3.22276 -3.08952
C -1.64227 -3.80158 -3.23063
Br -1.44954 -5.20814 -4.42712
C -0.50903 -3.33456 -2.47378
C 0.78207 -3.88069 -2.56637
C 1.79072 -3.35747 -1.79720
C 1.50590 -2.29315 -0.93989
N 0.29905 -1.76444 -0.83854
C -0.69912 -2.26951 -1.58628
C -2.01815 -1.63817 -1.42353
O -2.18479 -0.68987 -0.63203
H -3.72165 -3.59884 -3.67145
H 0.97206 -4.70569 -3.23883
H 2.79315 -3.75797 -1.84355
H 2.27824 -1.86100 -0.31504

***

Record 4
Formula: C4H7ClP
Source: OMol25
Level of theory: ωB97M-V/def2-TZVPD

Summary:
2S+1: 1
Relative energy (zero: lowest compared OMol25 entry of this formula, charge and spin): 10.59 kcal/mol
Gap between HOMO and LUMO: 11.36 eV
LUMO energy: -4.332 eV
Total charge: +1
E_HOMO: -15.7 eV

Element x y z (Å)
C -1.04271 -1.14098 0.03786
C -0.90743 0.20493 0.23075
C -1.54705 1.38847 0.78858
C 2.05565 -0.80429 -0.25671
P 0.33181 -0.43932 -0.80967
Cl 0.41103 0.33891 -2.60281
H -1.75634 -1.82912 0.25529
H -1.36796 2.13656 -0.03157
H -0.95860 1.70229 1.73981
H -2.58816 1.14488 0.95443
H 2.24566 -1.78544 -0.53437
H 2.26583 -0.71897 0.94159
H 2.85828 -0.19792 -0.71319

***

Record 5
Formula: C23H47N3O6S6
Source: OMol25
Level of theory: ωB97M-V/def2-TZVPD

Summary:
2S+1: 1
Relative energy (zero: lowest compared OMol25 entry of this formula, charge and spin): 0.00 kcal/mol
Gap between HOMO and LUMO: 8.05 eV
LUMO energy: 0.532 eV
E_HOMO: -7.5 eV

Element x y z (Å)
C -1.91538 0.42046 3.48780
C -2.21786 -0.01240 2.06970
C -3.34657 0.76177 1.36802
N -1.56422 -0.95898 1.46518
C -0.82834 -0.40538 0.40517
C -0.75547 -1.10767 -0.85868
N -0.12971 -0.71251 -1.93472
C 0.47063 0.51339 -1.70346
C 1.16848 1.10452 -2.77535
C 1.82660 2.28895 -2.66054
C 1.84663 3.00430 -1.43163
C 1.13181 2.44700 -0.37193
C 0.44989 1.21249 -0.48869
N -0.21844 0.73981 0.61602
H -2.60540 -0.05304 4.23226
H -2.11616 1.50310 3.52108
H -0.85279 0.28495 3.71025
H -3.76364 1.51685 2.04991
H -2.89906 1.30348 0.52198
H -4.16593 0.09787 1.07240
H -1.29674 -2.05861 -0.92266
H 1.17854 0.57524 -3.73115
H 2.36309 2.69678 -3.51679
H 2.37175 3.94079 -1.27547
H 1.10659 2.96076 0.58782
C -5.63571 -2.07276 6.61611
S -5.36556 -1.26491 5.03518
O -4.54466 -0.04555 5.29488
C -7.06494 -0.72893 4.79798
H -4.68208 -2.45188 6.97191
H -6.03312 -1.35922 7.33793
H -6.32935 -2.90400 6.48702
H -7.37332 -0.09671 5.63103
H -7.71407 -1.60158 4.72429
H -7.11599 -0.16021 3.87119
C 1.63595 7.47132 1.89870
S 1.08923 5.80467 1.49944
O 2.02194 5.23728 0.50738
C -0.40721 6.28570 0.62616
H 2.58819 7.39989 2.42099
H 1.76481 8.04922 0.98285
H 0.90107 7.94879 2.54728
H -0.15510 6.93650 -0.21193
H -1.08109 6.79756 1.31387
H -0.88655 5.38190 0.25343
C -2.29865 -2.76054 11.35242
S -2.99893 -1.71733 10.06472
O -4.47109 -1.92659 10.07273
C -2.32847 -2.65632 8.68402
H -2.62556 -2.37503 12.31627
H -2.65017 -3.78563 11.23143
H -1.21031 -2.72472 11.29750
H -2.67725 -3.68882 8.73332
H -1.23937 -2.62316 8.71562
H -2.67600 -2.19730 7.76067
C 1.95574 -3.36867 -2.84944
S 3.58398 -2.59899 -2.92289
O 3.63801 -1.78663 -4.16949
C 4.50104 -4.11995 -3.23068
H 1.21122 -2.58702 -2.69910
H 1.74656 -3.89223 -3.78332
H 1.91977 -4.06617 -2.01148
H 4.13908 -4.59776 -4.14154
H 4.38486 -4.79369 -2.38146
H 5.55395 -3.86845 -3.34876
C 3.90350 -5.68086 -7.00275
S 2.27470 -5.23889 -6.37771
O 1.61981 -6.49131 -5.91789
C 1.56759 -4.81724 -7.97636
H 4.51021 -6.01787 -6.16401
H 3.81382 -6.48480 -7.73388
H 4.36793 -4.80542 -7.45756
H 1.62610 -5.67660 -8.64507
H 2.10676 -3.96987 -8.40048
H 0.52508 -4.54415 -7.82455
C 3.07887 4.59760 -7.80049
S 2.70973 4.10007 -6.11043
O 2.99887 5.26402 -5.23420
C 4.08568 2.95027 -5.94923
H 2.35469 5.35407 -8.09712
H 4.08471 5.01545 -7.85246
H 2.99293 3.73429 -8.46105
H 5.02690 3.47398 -6.11984
H 3.96814 2.13839 -6.66744
H 4.07481 2.54289 -4.94020

***

Record 6
Formula: C2H75O38
Source: OMol25
Level of theory: ωB97M-V/def2-TZVPD

Summary:
2S+1: 1
Gap between HOMO and LUMO: 8.81 eV
LUMO energy: 1.356 eV
Total charge: -1
E_HOMO: -7.5 eV

Element x y z (Å)
C 0.44042 0.22427 0.41518
C -0.26050 -0.75876 -0.39035
O -1.22974 -0.20673 -1.01118
O -0.13561 -1.97850 -0.26570
H 0.29127 1.24620 0.06657
H 1.50834 0.01119 0.36785
H 0.28455 0.10087 1.48689
O -0.65881 0.09474 -4.17330
H -1.55853 0.22994 -4.47072
H -0.74856 -0.23330 -3.27856
O 0.46136 2.21884 3.80319
H 0.88239 2.97207 4.21745
H 0.47056 2.42302 2.86807
O -3.20585 -0.64090 -5.11339
H -3.10295 -1.37789 -4.51132
H -2.46390 -0.71585 -5.71349
O -5.03905 -3.17601 2.71030
H -5.54326 -2.59761 2.13806
H -4.18898 -3.25956 2.27828
O -3.03141 -4.89116 -1.51214
H -3.36479 -4.64421 -0.64953
H -3.07766 -5.84718 -1.52263
O -1.94366 -2.41358 -2.86080
H -1.70182 -1.94593 -2.06140
H -2.16802 -3.29561 -2.56431
O 3.02838 -1.59806 6.24107
H 3.61629 -0.85089 6.12996
H 2.23377 -1.35058 5.76823
O 0.50301 2.51217 -4.27777
H 0.32744 1.57165 -4.30640
H 0.11905 2.80291 -3.45056
O -3.44167 2.97077 -2.79322
H -3.38346 3.85160 -2.42311
H -3.64019 3.11204 -3.71889
O -1.96607 4.10764 3.57597
H -1.16003 3.72174 3.91890
H -2.11114 3.65943 2.74273
O 3.66043 4.57785 0.28605
H 3.00220 5.18734 0.61994
H 3.77402 4.82619 -0.63137
O -0.50696 5.08797 -1.66236
H -0.79807 5.23027 -0.76168
H -0.47316 4.13597 -1.75608
O -1.71991 5.29929 0.61752
H -2.42193 5.94734 0.67611
H -2.15254 4.46133 0.78147
O -3.19645 3.03247 1.14673
H -3.92013 3.19904 1.75069
H -3.20728 2.08446 1.01485
O -2.64440 -4.05446 1.11686
H -2.35301 -3.14372 1.16008
H -1.94238 -4.55125 1.53709
O 5.41676 2.26813 -2.90766
H 4.54443 1.96277 -2.65859
H 5.67826 1.68927 -3.62374
O -5.34553 -0.71534 1.00195
H -5.43822 -0.42141 0.09573
H -6.19709 -0.53614 1.40066
O 1.18653 -6.01475 -1.32768
H 1.41995 -5.67068 -2.18987
H 0.60065 -5.35501 -0.95659
O 1.97794 -1.10837 3.67183
H 1.21404 -0.64157 4.01063
H 1.63030 -1.66174 2.97243
O 2.64736 -3.29055 1.00979
H 2.39430 -4.13801 1.37584
H 1.82802 -2.91303 0.68980
O -2.72367 0.18929 1.62930
H -2.10172 -0.22778 1.03310
H -3.58353 -0.07774 1.30441
O -4.00198 0.65309 -1.17802
H -3.69497 1.44672 -1.61635
H -3.20298 0.16656 -0.97524
O 5.38473 -2.10765 0.86877
H 5.72627 -1.91206 1.74132
H 4.52434 -2.49524 1.02916
O -5.72631 -1.56889 -2.09797
H -5.04217 -1.91861 -2.66883
H -5.45823 -0.66596 -1.92743
O -0.02701 -3.03993 -5.05401
H -0.70836 -2.72108 -4.46212
H -0.19019 -2.58022 -5.87759
O 5.26395 1.36079 3.92012
H 4.99217 0.44682 4.00391
H 4.85967 1.65761 3.10484
O -1.45085 0.03092 4.07843
H -2.10328 0.22982 3.40686
H -0.90101 0.81344 4.11807
O 2.26335 -1.18081 -3.02671
H 3.14054 -1.42161 -3.32466
H 1.67359 -1.70626 -3.56736
O -0.29021 -2.26109 5.10315
H -0.79988 -2.60529 5.83663
H -0.85970 -1.60434 4.70243
O 3.06717 1.28866 -2.07269
H 2.31826 1.82927 -1.82148
H 2.67799 0.48732 -2.42288
O 3.74483 2.08598 1.43170
H 3.82143 3.00155 1.16320
H 3.09440 1.71470 0.83562
O 5.48891 0.19693 -0.73319
H 5.20550 -0.53660 -0.18743
H 4.69330 0.70862 -0.87951
O -0.71395 2.41724 -1.93927
H -0.59935 1.54492 -1.56222
H -1.61762 2.42549 -2.25478
O 1.44425 -5.35925 -4.23922
H 2.26907 -5.15910 -4.68177
H 0.96743 -4.52929 -4.23349
O 0.63575 4.80550 2.16050
H -0.15340 4.99663 1.65362
H 1.13906 5.61936 2.13697
O 4.79671 -1.41528 3.72850
H 5.20261 -2.26175 3.91551
H 3.85582 -1.58417 3.77788